{"formula": "C6H25NO6", "method": "ωB97M-V with the def2-TZVPD basis set", "elements": ["C", "C", "C", "N", "C", "C", "C", "O", "H", "H", "H", "H", "H", "H", "H", "H", "H", "H", "H", "H", "H", "H", "H", "O", "H", "H", "O", "H", "H", "O", "H", "H", "O", "H", "H", "O", "H", "H"], "coordinates": [[1.43262, 3.13634, -0.72844], [0.84431, 2.07555, 0.23328], [1.52091, 0.67500, 0.21331], [0.60516, -0.41762, -0.10278], [1.20156, -1.52339, -0.84537], [2.34135, -2.23954, -0.12857], [0.21602, -2.57281, -1.33019], [-0.81604, -2.12963, -2.19432], [2.07220, 2.73100, -1.50444], [1.91499, 3.90254, -0.14891], [0.56703, 3.54023, -1.24772], [0.79521, 2.46437, 1.25307], [-0.20386, 1.90878, -0.01351], [2.27382, 0.71037, -0.57394], [2.01626, 0.57787, 1.18259], [0.15035, -0.78121, 0.72968], [1.57440, -1.00434, -1.73139], [2.76118, -3.05834, -0.71625], [3.21043, -1.61147, 0.06887], [1.95977, -2.67087, 0.80010], [-0.28657, -3.06404, -0.48708], [0.81145, -3.29555, -1.87540], [-1.14684, -1.26735, -1.90532], [-2.04158, -1.83537, 2.59657], [-1.63130, -1.14839, 2.05324], [-2.01151, -1.36070, 3.44172], [-0.44865, -0.83713, -4.60386], [-0.37396, -0.71081, -3.65091], [0.26554, -1.45403, -4.78408], [-2.06817, 0.57860, -1.19950], [-1.61399, 0.68417, -2.04400], [-1.30585, 0.55956, -0.59589], [-3.47543, 2.02189, 2.93404], [-3.74046, 1.52240, 2.15752], [-2.83781, 2.69138, 2.67882], [-1.36071, 0.68505, 4.19656], [-0.99412, 1.31261, 3.55828], [-2.17772, 1.20489, 4.31426]], "homo_ev": -9.755, "e_lumo_ev": 0.01, "total_energy_ev": -20401.815, "e_above_lowest_kcal_mol": 44.8}